ORCA calculation (ωB97M-V/def2-TZVPD) on a structure of composition C9H18F2Li2NO13S2 at a distorted geometry.

Geometry as XYZ:
```
47
Properties=species:S:1:pos:R:3:forces:R:3:lowdin_charge:R:1
S -17.665 12.058 19.793 4.354 1.290 -8.710 0.414
S -17.941 11.913 22.135 -3.543 -0.093 6.159 0.632
F -18.485 11.810 18.461 -1.315 -1.074 -1.131 -0.216
F -19.304 12.382 22.956 0.336 -1.107 -0.706 -0.233
O -17.254 13.145 22.339 0.837 -0.931 -1.677 -0.196
O -16.634 11.044 19.633 -1.419 0.865 2.025 -0.221
O -23.697 14.072 22.835 -1.212 -1.572 0.156 0.017
O -22.468 12.572 21.597 -1.564 0.412 1.199 0.014
O -23.255 13.651 17.616 1.203 -0.087 1.887 0.012
O -19.172 16.767 20.155 -0.625 -1.330 3.147 -0.010
O -17.278 13.413 19.485 -0.530 -0.716 2.110 -0.223
O -17.558 10.685 22.786 -0.375 1.389 -1.976 -0.207
O -19.348 16.504 22.315 0.710 -1.135 -0.413 0.024
O -20.143 14.767 20.991 1.601 2.212 0.320 -0.002
O -23.954 11.896 23.214 -0.110 1.988 -0.394 0.000
O -21.283 13.907 16.686 -2.350 -0.515 1.724 0.000
O -21.369 12.914 18.777 -2.205 2.031 -2.804 -0.009
N -18.898 11.717 20.662 1.940 0.294 4.071 -0.443
C -19.908 13.775 16.628 2.128 -0.624 -0.266 -0.062
C -19.579 15.868 21.164 -0.265 0.506 -1.324 -0.448
C -23.898 13.399 16.367 -0.826 -0.769 0.004 -0.005
C -23.834 10.498 22.935 -0.238 0.187 0.048 -0.022
C -23.345 12.836 22.446 1.609 -0.700 -0.367 -0.498
C -21.961 13.476 17.791 2.611 -1.500 0.138 -0.470
C -19.473 15.850 23.622 -1.072 0.589 0.366 0.016
C -23.620 15.221 21.981 1.647 0.165 -0.391 -0.004
C -19.132 16.391 18.797 -0.291 -0.911 -0.026 -0.043
Li -20.493 12.875 20.685 -1.223 1.252 0.053 0.631
Li -19.713 10.161 19.965 -0.045 -0.463 -0.347 0.824
H -24.430 15.944 22.076 -0.452 -0.800 0.426 0.103
H -20.039 15.828 18.575 -0.053 0.164 -0.339 0.077
H -23.491 14.934 20.938 -0.045 -0.078 0.075 0.096
H -18.949 16.402 24.403 0.530 0.510 -0.780 0.100
H -22.776 10.235 22.972 -0.201 -0.312 -0.511 0.095
H -19.137 14.821 23.749 -0.253 -0.011 -0.915 0.082
H -18.269 15.746 18.628 0.058 0.067 -0.096 0.088
H -19.631 14.287 15.707 0.291 0.294 0.426 0.119
H -23.567 13.986 15.511 0.048 0.145 0.409 0.106
H -24.427 10.269 22.050 0.772 -0.018 -0.508 0.102
H -23.810 12.329 16.178 0.237 0.032 -0.314 0.105
H -19.050 17.305 18.209 -0.116 -0.133 0.157 0.111
H -24.941 13.541 16.651 0.044 0.368 -0.567 0.107
H -19.390 14.083 17.536 -0.210 0.642 -0.229 0.064
H -20.512 16.028 23.899 -0.149 -0.739 -0.001 0.093
H -24.380 9.948 23.701 0.288 0.460 0.440 0.100
H -22.724 15.743 22.319 0.099 0.127 -0.311 0.085
H -19.533 12.757 16.528 -0.656 -0.371 -0.239 0.092
```
Forces are in eV/Å.

Properties
net charge	+1
relative energy (zero: lowest compared OMol25 entry of this formula, charge and spin)	0.00	kcal/mol
HOMO-LUMO gap	9.5	eV
E_tot	-65241.349	eV
strongest force on any atom	9.823	eV Å⁻¹
HOMO	-13.7773	eV
LUMO level	-4.23	eV

ORCA calculation (ωB97M-V/def2-TZVPD) on a structure of composition C9H18InO9 at a distorted geometry.

Geometry as XYZ:
```
37
Properties=species:S:1:pos:R:3:forces:R:3:lowdin_charge:R:1
In -2.639 -0.512 -2.493 0.210 -0.037 0.211 1.282
O -1.228 3.227 0.358 -0.255 -1.246 0.504 0.053
O -0.211 1.453 1.132 -0.057 -1.856 -0.320 0.039
O -1.985 1.204 -0.226 -0.511 -0.722 -0.243 0.076
O 2.334 0.260 -1.802 -0.940 -0.239 0.559 0.050
O -1.207 -2.662 1.876 0.367 -0.168 1.849 0.151
O 0.262 -0.629 -1.790 -0.747 -0.605 0.104 0.070
O 1.665 -0.992 -0.113 -1.094 -0.297 -0.103 0.062
O -1.704 -2.206 -0.263 -0.237 0.695 -0.151 0.086
O -0.399 -3.940 0.403 0.316 0.568 -0.163 0.141
C -1.963 -1.638 2.479 -0.941 0.946 -1.001 0.074
C 1.359 -0.441 -1.277 1.789 0.596 -0.207 -0.557
C 2.922 -0.724 0.474 1.312 0.858 0.689 0.031
C 2.020 1.138 -2.913 0.711 0.545 -0.722 0.049
C -1.179 -2.871 0.600 0.570 -1.002 -0.858 -0.538
C 0.082 -4.274 -0.901 -0.563 0.355 0.429 0.093
C 0.683 2.294 1.883 -0.490 1.094 0.673 0.055
C -2.320 3.975 -0.137 -0.934 0.839 -0.242 0.030
C -1.224 1.869 0.436 1.434 2.377 0.026 -0.539
H -2.412 4.845 0.532 0.400 0.100 -0.284 0.145
H 1.006 1.517 -2.848 -0.038 -0.119 0.019 0.098
H -3.308 3.515 -0.073 0.346 -0.571 0.013 0.120
H 3.088 0.359 0.543 -0.045 -0.158 -0.314 0.119
H 1.594 2.550 1.348 -0.198 -0.170 -0.355 0.115
H -1.353 -0.751 2.724 0.445 -0.149 -0.259 0.138
H -0.761 -4.604 -1.520 -0.003 -0.327 -0.102 0.151
H 0.122 3.196 2.147 0.348 0.066 0.087 0.123
H 3.767 -1.151 -0.084 -0.198 -0.063 -0.135 0.145
H -2.709 -1.328 1.744 -0.235 0.087 0.440 0.115
H -2.086 4.281 -1.158 -0.057 0.199 0.152 0.126
H 2.952 -1.105 1.493 -0.406 -0.473 -0.199 0.126
H 2.231 0.646 -3.862 -0.285 -0.242 0.170 0.123
H 0.411 -3.343 -1.390 0.198 0.171 -0.063 0.117
H 0.897 -4.971 -0.753 -0.145 -0.173 -0.120 0.137
H 0.924 1.771 2.808 -0.089 -0.169 -0.112 0.124
H -2.372 -1.912 3.456 0.148 -0.705 -0.118 0.153
H 2.737 1.953 -2.834 -0.127 -0.008 0.148 0.121
```
Forces are in eV/Å.

Properties
net charge	+3
relative energy (zero: lowest compared OMol25 entry of this formula, charge and spin)	87.14	kcal/mol
HOMO-LUMO gap	2.9	eV
E_tot	-33188.573	eV
strongest force on any atom	2.776	eV Å⁻¹
HOMO	-20.5915	eV
LUMO level	-17.68	eV

ORCA calculation (ωB97M-V/def2-TZVPD) on a cluster of 2 separate species, C9H18N in total at a distorted geometry.

Geometry as XYZ:
```
28
Properties=species:S:1:pos:R:3:forces:R:3:lowdin_charge:R:1
N 0.544 -0.168 0.327 -1.124 -2.772 -1.165 0.106
C -1.207 -1.121 -1.762 -1.276 -0.896 0.048 -0.022
C 0.135 -0.517 -1.783 -0.286 -0.189 0.901 -0.322
C 0.467 0.801 -2.334 0.149 2.807 -2.648 -0.047
C -0.550 1.965 1.099 -0.160 -1.737 -0.688 -0.011
C 0.761 0.553 2.707 -0.126 -0.121 0.750 -0.057
C 1.132 -1.482 -1.950 2.270 -1.191 -0.412 -0.117
C -0.197 0.432 1.445 0.607 1.733 1.691 -0.549
C -1.332 -0.562 1.812 1.775 -0.362 -0.266 -0.018
C 2.027 -2.231 -2.290 0.688 0.579 -0.554 0.230
H -1.981 -0.400 -1.632 -0.567 0.685 -0.181 0.088
H -1.365 2.282 1.722 -0.290 0.187 0.459 0.078
H -0.384 1.539 -2.612 1.035 -1.173 1.730 0.131
H 0.820 0.768 -3.429 -0.016 -0.920 1.453 0.136
H -2.194 -0.125 1.452 -2.322 0.396 -0.655 0.055
H 0.450 1.230 3.573 -0.754 -0.994 -1.302 0.111
H -1.404 -0.736 2.877 -0.070 0.236 0.173 0.086
H 0.565 -1.241 0.397 0.596 2.302 0.387 0.145
H 0.297 2.643 1.241 -0.015 -0.371 0.122 0.083
H -1.174 -1.570 1.348 -0.165 0.905 0.298 0.091
H 0.796 -0.501 3.131 0.966 1.379 -0.371 0.098
H -1.365 -1.843 -0.951 0.503 0.113 -0.079 0.095
H 1.355 1.252 -1.803 -1.225 -0.206 -0.559 0.116
H 1.704 1.123 2.495 -0.252 -1.364 -0.305 0.088
H 2.959 -2.664 -2.744 -1.616 0.282 0.953 0.101
H -0.886 2.082 0.063 -0.005 -0.136 0.071 0.065
H -1.421 -1.747 -2.667 0.453 0.788 0.366 0.139
H 1.446 0.242 0.267 1.228 0.040 -0.217 0.103
```
Forces are in eV/Å.

Properties
net charge	+1
relative energy (zero: lowest compared OMol25 entry of this formula, charge and spin)	77.30	kcal/mol
HOMO-LUMO gap	8.9	eV
E_tot	-11104.372	eV
strongest force on any atom	3.862	eV Å⁻¹
HOMO	-13.9854	eV
LUMO level	-5.07	eV

ORCA calculation (ωB97M-V/def2-TZVPD) on a structure of composition C9H18N2O3 at a distorted geometry.

Geometry as XYZ:
```
32
Properties=species:S:1:pos:R:3:forces:R:3:lowdin_charge:R:1
O 3.940 0.915 -0.927 -2.277 1.911 2.148 0.110
O -1.162 0.325 -1.513 -1.608 0.176 -5.681 0.116
O 2.435 2.174 0.501 0.542 -0.001 -1.999 0.029
N 0.610 0.784 -0.258 4.135 -0.595 2.445 0.046
N -2.937 0.154 0.555 -5.679 1.009 -5.152 -0.041
C -1.529 -2.441 0.308 0.387 0.977 2.423 -0.238
C 2.833 1.333 -0.577 2.178 -0.542 0.156 -0.457
C -2.045 -1.367 2.689 -0.765 -0.755 2.165 -0.126
C 1.418 2.149 -2.361 3.549 -2.135 -0.037 0.009
C -0.624 0.492 -0.498 -4.077 -1.627 4.199 -0.572
C -1.048 -3.751 0.968 1.916 1.551 0.084 -0.108
C -1.568 0.180 0.780 3.287 0.415 -0.235 -0.432
C -1.229 -1.246 1.269 1.134 -0.221 2.518 -0.389
C 1.647 0.971 -1.346 -3.511 -1.757 -0.233 -0.260
H -1.232 -4.542 0.320 0.652 -1.250 -2.179 0.037
H -3.351 1.135 -0.072 1.854 -3.977 2.376 0.189
H 0.964 0.066 0.516 -0.732 2.525 -1.780 0.205
H 1.456 2.456 0.305 2.494 -1.117 0.667 0.148
H -3.076 -2.070 2.462 3.011 2.046 0.921 0.105
H 0.512 2.025 -2.864 -1.471 0.206 -0.664 0.047
H 0.052 -3.436 1.081 -1.214 -1.699 0.170 0.102
H -2.592 -2.419 0.123 -0.084 -0.313 -0.974 0.078
H -2.546 -0.139 3.228 1.918 -4.126 -1.903 0.163
H -3.385 -0.822 -0.158 2.348 4.279 2.705 0.207
H -1.421 -4.315 1.815 -0.471 1.464 1.167 0.070
H 1.623 3.125 -1.890 -0.323 -0.380 -0.418 0.092
H -1.268 1.002 1.554 -0.739 -1.589 -0.869 0.160
H 1.528 -0.079 -1.799 1.500 1.809 -0.205 0.187
H -0.044 -1.409 1.350 -2.276 0.821 0.721 0.139
H -1.298 -1.986 3.627 -2.576 2.016 -2.977 0.128
H -0.760 -2.250 -0.458 -1.294 -0.363 -0.762 0.116
H 2.298 1.851 -3.102 -1.810 1.243 1.207 0.142
```
Forces are in eV/Å.

Properties
relative energy (zero: lowest compared OMol25 entry of this formula, charge and spin)	190.12	kcal/mol
HOMO-LUMO gap	9.3	eV
E_tot	-18740.772	eV
strongest force on any atom	7.733	eV Å⁻¹
HOMO	-8.9503	eV
LUMO level	0.35	eV

ORCA calculation (ωB97M-V/def2-TZVPD) on a cluster of 2 separate species, C9H18N2Si in total at a distorted geometry.

Geometry as XYZ:
```
30
Properties=species:S:1:pos:R:3:forces:R:3:lowdin_charge:R:1
Si 0.511 0.009 0.029 0.861 3.502 -0.467 0.800
N -0.796 -0.409 -1.123 -0.170 0.732 -0.994 -0.185
N -1.088 0.546 -2.072 1.517 0.905 0.904 0.029
C 1.001 2.496 -0.077 -2.975 -3.489 1.224 -0.166
C -1.688 -0.026 1.889 -0.573 -2.316 -1.448 -0.178
C 1.087 2.875 1.394 4.474 -0.842 -1.425 -0.218
C -2.512 -1.148 -2.317 0.312 -0.570 -1.651 -0.073
C -0.188 -0.205 1.757 1.412 -1.715 1.680 -0.346
C -2.067 0.102 -2.792 0.853 -2.324 3.094 -0.173
C 1.965 -2.367 -0.355 -2.385 -1.681 0.849 -0.198
C -1.613 -1.463 -1.337 -0.823 -1.531 2.072 -0.165
C 2.109 -0.880 -0.399 0.112 0.993 0.001 -0.367
H 2.055 2.278 1.742 -1.403 2.105 -0.099 0.108
H 0.399 2.512 2.053 -2.521 -1.329 1.138 -0.011
H 2.565 -0.595 -1.356 -0.675 0.190 -0.084 0.080
H -2.213 -0.991 1.591 0.553 1.100 0.032 0.080
H 1.808 2.653 -0.752 0.643 0.176 -0.123 0.021
H 0.271 0.528 2.482 0.051 -0.830 -0.943 0.065
H 0.117 -1.275 2.157 -0.455 1.969 -0.620 0.104
H 0.033 2.775 -0.468 0.025 0.243 -0.610 0.011
H -1.632 -2.320 -0.611 0.202 0.878 -1.058 0.132
H -2.012 0.715 1.159 -0.496 0.397 0.631 0.067
H -2.382 0.671 -3.540 -1.527 2.166 -3.121 0.060
H 2.843 -0.446 0.286 0.045 -0.369 0.471 0.067
H 1.035 3.948 1.552 0.878 0.284 0.065 0.061
H -1.973 0.060 2.918 -0.288 0.879 0.422 0.059
H 1.533 -2.745 0.636 0.809 0.639 -0.905 0.072
H 1.046 -2.652 -1.050 2.514 0.074 0.714 0.097
H 2.943 -2.870 -0.469 -0.841 -0.174 -0.562 0.072
H -3.156 -1.777 -2.928 -0.129 -0.063 0.813 0.095
```
Forces are in eV/Å.

Properties
relative energy (zero: lowest compared OMol25 entry of this formula, charge and spin)	56.73	kcal/mol
HOMO-LUMO gap	9.1	eV
E_tot	-20480.297	eV
strongest force on any atom	4.770	eV Å⁻¹
HOMO	-8.2022	eV
LUMO level	0.89	eV

ORCA calculation (ωB97M-V/def2-TZVPD) on a cluster of 2 separate species, C9H18N6 in total at a distorted geometry.

Geometry as XYZ:
```
33
Properties=species:S:1:pos:R:3:forces:R:3:lowdin_charge:R:1
N 0.349 2.221 1.924 0.248 -0.062 1.031 0.289
N 1.145 -0.354 0.236 0.088 -1.229 0.390 0.028
N -3.073 -1.357 0.965 0.805 0.058 1.603 0.135
N -1.722 0.121 0.193 1.883 1.033 -1.688 0.024
N -0.534 1.725 1.266 -0.735 1.608 0.352 0.070
N 2.853 -1.790 -0.296 -0.746 -0.232 -0.684 0.047
C 0.706 2.829 -1.140 -0.145 0.723 -0.660 -0.077
C -0.737 1.099 0.159 0.954 -1.567 -1.004 -0.235
C 3.017 -1.609 1.146 1.714 -1.138 1.513 -0.135
C -3.130 -1.586 -0.421 -3.319 -0.989 -3.745 -0.100
C 1.877 -0.616 1.464 -1.355 0.239 4.170 -0.231
C -0.343 1.667 -1.192 -0.527 0.740 0.188 -0.144
C -2.259 -0.400 1.247 -1.955 0.161 2.124 -0.025
C -2.129 -0.643 -1.024 1.234 1.713 -0.722 -0.042
C 1.682 -1.219 -0.572 0.077 1.789 -1.825 -0.225
H 2.185 0.267 2.103 0.246 -0.428 -1.582 0.106
H -3.432 -1.838 1.769 -0.934 -0.749 -0.321 0.192
H -2.935 -2.620 -0.739 -0.144 0.265 0.434 0.154
H 3.983 -1.094 1.434 -0.841 -1.071 -0.484 0.138
H 2.922 -2.664 1.654 0.267 2.244 -0.655 0.158
H -0.039 0.828 -1.925 -0.658 1.264 1.413 0.147
H 1.701 2.782 -0.602 -1.506 -0.623 -0.157 0.103
H -2.433 0.131 -1.785 -0.440 -1.122 0.800 0.158
H 1.142 -1.023 2.293 1.061 -0.020 -1.677 0.130
H 0.185 3.807 -0.906 0.662 -1.126 -0.059 0.103
H 0.996 2.904 -2.195 0.026 0.320 0.167 0.084
H 1.285 -1.298 -1.558 -0.162 -0.297 -0.819 0.122
H -0.062 2.915 2.616 0.362 -0.446 -0.848 0.161
H -2.374 -0.013 2.261 1.188 0.204 -0.180 0.199
H -4.178 -1.290 -0.869 1.692 -0.815 1.204 0.192
H 3.420 -2.204 -1.069 -0.506 0.279 1.672 0.188
H -1.261 -1.128 -1.476 0.047 -0.157 0.371 0.126
H -1.351 2.131 -1.488 1.420 -0.569 -0.320 0.160
```
Forces are in eV/Å.

Properties
net charge	+2
relative energy (zero: lowest compared OMol25 entry of this formula, charge and spin)	124.34	kcal/mol
HOMO-LUMO gap (spin up / spin down)	5.9 / 5.9	eV
E_tot	-18545.008	eV
strongest force on any atom	5.101	eV Å⁻¹
HOMO (spin up / spin down)	-14.8556 / -14.8556	eV
LUMO level (spin up / spin down)	-8.92 / -8.92	eV

ORCA calculation (ωB97M-V/def2-TZVPD) on an isolated molecule of C9H18NO10P3S at a distorted geometry.

Geometry as XYZ:
```
42
Properties=species:S:1:pos:R:3:forces:R:3:lowdin_charge:R:1
S -2.476 -3.143 -0.994 -0.289 0.639 -0.466 0.643
P 1.590 -0.461 -1.656 0.417 2.154 -0.875 0.907
P 1.764 -2.313 -2.855 0.204 -3.757 1.967 0.441
P 2.645 0.799 1.754 3.163 3.378 4.052 0.624
O -0.657 4.118 0.339 0.239 -1.773 0.264 -0.116
O -0.999 -0.185 -1.369 -0.335 1.030 -0.784 -0.131
O -1.780 1.994 -2.097 2.142 -3.538 2.785 0.114
O 2.985 1.723 2.956 -1.464 -2.315 -3.100 -0.367
O 0.806 -2.284 -4.249 2.148 -0.618 2.065 -0.202
O 2.899 1.731 0.359 -0.933 -1.475 1.446 -0.231
O 1.449 -3.485 -1.896 0.512 2.524 -2.628 -0.413
O 3.849 -0.417 1.754 -1.885 2.067 -1.919 -0.189
O -1.831 5.231 -1.030 0.375 -0.199 1.728 0.078
O 3.405 -2.394 -3.311 -2.271 0.443 0.616 -0.233
N -1.820 4.779 0.068 -1.635 1.156 -2.163 -0.063
C -0.388 1.658 0.057 0.471 1.763 -1.313 -0.135
C -0.096 0.256 0.765 -1.634 0.724 0.768 -0.360
C -1.540 -0.074 1.471 -0.379 -1.087 0.242 -0.138
C 0.084 -0.692 -0.510 0.349 0.013 0.431 -0.436
C -1.172 1.254 -1.311 -0.134 0.777 0.814 -0.310
C 0.898 0.161 2.011 0.417 -1.382 -0.887 -0.153
C -3.052 -1.924 0.308 -0.464 0.355 -0.286 -0.525
C -1.935 -1.633 1.443 -1.307 0.134 0.486 -0.228
C -1.047 2.854 0.950 1.232 -1.939 0.543 -0.111
H -3.379 -0.976 -0.253 0.685 -1.352 1.001 0.078
H 0.506 0.663 2.972 0.821 -0.416 -1.818 0.118
H 0.992 -0.961 2.282 -0.095 1.658 -0.471 0.130
H -3.998 -2.366 0.764 1.385 0.579 -0.469 0.067
H -2.169 2.690 1.027 1.490 0.758 0.032 0.134
H 2.603 2.646 0.582 0.444 -0.834 -0.014 0.090
H -1.554 0.238 2.582 0.360 -0.219 -1.814 0.127
H 0.502 2.239 -0.406 -0.836 -1.436 0.873 0.145
H 3.902 -2.691 -2.513 -0.600 0.112 -0.688 0.075
H -2.458 -1.865 2.448 0.909 0.345 -1.545 0.116
H -1.048 -2.352 1.385 -1.180 1.092 -0.095 0.104
H 0.715 -3.240 -4.505 0.007 1.023 0.276 0.094
H 2.832 -0.475 -0.904 -0.906 -0.817 -0.319 -0.072
H -0.501 2.798 1.963 -1.163 0.096 -1.326 0.143
H -2.801 -2.520 -2.208 0.229 -0.267 1.479 -0.112
H 4.580 -0.040 1.197 -0.656 -0.524 0.734 0.084
H 0.102 -1.837 -0.351 -1.174 1.892 -0.141 0.098
H -2.406 0.493 0.984 1.337 -0.763 0.521 0.115
```
Forces are in eV/Å.

Properties
relative energy (zero: lowest compared OMol25 entry of this formula, charge and spin)	0.00	kcal/mol
HOMO-LUMO gap	8.9	eV
E_tot	-70288.906	eV
strongest force on any atom	6.151	eV Å⁻¹
HOMO	-9.1063	eV
SMILES	O=NOC[C@@H]1C(=O)O[C@@H](PP(=O)(O)O)[C@@]1(CCCS)CP(=O)(O)O
LUMO level	-0.17	eV

> Number 4 is which compound?

C9H18N2O3